(1)
This record from the Open Molecules 2025 dataset describes a structure of composition C2H4I2O in a non-equilibrium geometry. The level of theory is ωB97M-V with the def2-TZVPD basis set.

Calculated values
HOMO level = -9.173 eV
Max |F| = 2.90 eV/A
Kohn-Sham gap = 8.7 eV

```
! RIJCOSX wB97M-V def2-TZVPD def2/J DEFGRID3
* xyz 0 1
C 0.03 -0.77 -1.13
C -0.09 0.65 0.76
O -0.02 0.55 -0.60
I -1.27 2.34 1.50
I 1.89 0.75 1.86
H 0.49 -0.78 -2.10
H -0.89 -1.34 -1.19
H 0.63 -1.35 -0.36
H -0.77 -0.04 1.26
*
```

---

(2)
This record from the Open Molecules 2025 dataset describes the molecule C7H9Br in a non-equilibrium geometry. The level of theory is ωB97M-V with the def2-TZVPD basis set.

Calculated values
HOMO level (spin up / spin down) = -4.801 / -9.316 eV
Max |F| = 10.22 eV/A
Kohn-Sham gap (spin up / spin down) = 5.7 / 7.4 eV
<S²> = 2.01

```
! RIJCOSX wB97M-V def2-TZVPD def2/J DEFGRID3
* xyz 0 3
C 0.05 -1.78 0.25
C -1.13 -1.10 -0.51
C 1.94 1.64 0.17
C 0.61 2.29 -0.19
C -2.62 -1.22 -0.20
C 0.08 -0.35 0.01
C 0.70 0.81 0.00
Br -3.59 0.55 0.01
H -0.13 -2.07 1.32
H 0.63 -2.46 -0.34
H -0.92 -0.96 -1.54
H -2.78 -1.77 0.68
H 2.73 1.68 -0.63
H 2.23 1.67 1.20
H -0.13 2.74 0.49
H 0.56 2.46 -1.18
H -3.12 -1.69 -1.14
*
```

---

(3)
This record from the Open Molecules 2025 dataset describes a structure of composition C58H58CrN3O4 in a non-equilibrium geometry. The level of theory is ωB97M-V with the def2-TZVPD basis set.

Calculated values
HOMO level (spin up / spin down) = -11.704 / -12.601 eV
Max |F| = 5.41 eV/A
Kohn-Sham gap (spin up / spin down) = 6.6 / 5.2 eV
<S²> = 3.85

```
! RIJCOSX wB97M-V def2-TZVPD def2/J DEFGRID3
* xyz 2 4
C 6.94 0.47 1.23
O 6.29 -0.82 1.34
C 4.95 -0.93 1.16
C 4.10 0.11 0.74
C 2.76 -0.12 0.55
C 2.22 -1.42 0.70
C 0.84 -1.69 0.38
N 0.46 -2.91 -0.16
C 1.27 -3.89 -0.82
C 1.07 -5.25 -0.53
C -0.10 -5.78 0.32
C 0.37 -6.28 1.68
C -0.94 -6.82 -0.42
C 1.99 -6.18 -1.01
C 3.05 -5.78 -1.83
C 3.16 -4.45 -2.23
C 2.23 -3.50 -1.78
C 2.23 -2.13 -2.46
C 1.55 -2.17 -3.82
C 3.62 -1.52 -2.56
N -0.89 -3.00 -0.22
N -1.35 -1.80 0.20
C -2.78 -1.59 0.15
C -3.61 -2.34 1.01
C -3.00 -3.32 2.01
C -3.89 -4.52 2.33
C -2.52 -2.62 3.28
C -4.99 -2.18 0.91
C -5.54 -1.34 -0.07
C -4.71 -0.70 -0.98
C -3.33 -0.88 -0.92
C -2.46 -0.41 -2.09
C -2.42 1.10 -2.19
C -2.92 -1.03 -3.42
C -0.30 -0.94 0.58
C -0.41 0.35 1.15
C 3.07 -2.46 1.16
C 4.41 -2.23 1.38
H 7.99 0.24 1.43
H 6.83 0.89 0.22
H 6.56 1.17 1.99
H 4.52 1.11 0.59
H 2.08 0.69 0.27
H -0.75 -4.92 0.48
H 0.92 -5.50 2.22
H -0.50 -6.57 2.30
H 1.02 -7.16 1.58
H -1.30 -6.41 -1.37
H -0.37 -7.73 -0.63
H -1.81 -7.08 0.19
H 1.87 -7.24 -0.74
H 3.78 -6.51 -2.19
H 3.95 -4.14 -2.91
H 1.63 -1.47 -1.82
H 0.53 -2.57 -3.74
H 1.49 -1.16 -4.25
H 2.11 -2.81 -4.52
H 4.18 -1.64 -1.63
H 4.20 -1.99 -3.37
H 3.54 -0.45 -2.77
H -2.11 -3.72 1.51
H -4.24 -5.00 1.40
H -3.33 -5.27 2.89
H -4.77 -4.23 2.92
H -1.85 -1.79 3.04
H -3.38 -2.22 3.84
H -1.98 -3.32 3.92
H -5.65 -2.72 1.59
H -6.62 -1.23 -0.14
H -5.14 -0.09 -1.78
H -1.44 -0.75 -1.89
H -1.95 1.53 -1.30
H -1.83 1.41 -3.06
H -3.42 1.52 -2.28
H -2.90 -2.12 -3.35
H -3.94 -0.71 -3.66
H -2.26 -0.72 -4.23
H -1.38 0.82 1.13
H 0.38 0.58 1.88
H 2.66 -3.45 1.34
H 5.08 -3.01 1.70
O -1.04 9.24 -2.19
C -1.23 8.10 -2.30
Cr -1.23 6.20 -2.42
C 0.01 6.32 -1.00
O 0.86 6.49 -0.21
C 0.33 6.46 -3.49
O 1.33 6.75 -4.00
C -2.97 5.90 -3.68
C -3.37 6.18 -2.36
C -2.86 5.41 -1.31
C -1.99 4.33 -1.55
C -1.41 3.54 -0.46
C -0.81 3.14 0.53
C -0.05 2.84 1.68
C 1.41 2.89 1.55
C 2.04 3.23 0.33
C 3.40 3.55 0.30
C 4.18 3.46 1.46
C 3.62 2.90 2.61
C 2.25 2.64 2.66
C -0.65 3.33 2.94
C -2.04 3.20 3.17
C -2.65 3.80 4.28
C -1.91 4.57 5.18
C -0.54 4.75 4.96
C 0.07 4.13 3.87
C -1.50 4.16 -2.86
C -2.04 4.89 -3.93
H -3.37 6.50 -4.51
H -4.05 7.00 -2.15
H -3.14 5.64 -0.27
H 1.45 3.27 -0.59
H 3.86 3.91 -0.63
H 5.21 3.82 1.47
H 4.23 2.69 3.49
H 1.80 2.29 3.60
H -2.64 2.63 2.46
H -3.73 3.69 4.42
H -2.40 5.05 6.04
H 0.04 5.40 5.60
H 1.13 4.32 3.72
H -0.72 3.41 -3.03
H -1.68 4.69 -4.94
*
```

---

Quick rundown of E, same order as above: -20386.196; -77438.883; -102150.400 eV
Quick rundown of relative energy (zero: lowest compared OMol25 entry of this formula, charge and spin), same order as above: 0.998; 0.000; 0.445 eV